2 unconnected molecules or ions with the total composition C4H13N3, computed with wB97M-V/def2-TZVPD.

Positions of all 20 atoms, in Å:
C1 -0.593 1.708 -0.558
N1 -1.948 1.400 -0.100
C2 -2.127 0.632 1.009
N2 -3.108 -0.176 1.149
H1 -0.629 2.469 -1.333
H2 0.009 2.056 0.281
H3 -0.077 0.815 -0.925
H4 -2.609 1.177 -0.831
H5 -1.349 0.762 1.765
H6 -3.118 -0.520 2.105
C3 2.710 -0.474 0.584
C4 2.250 -1.650 -0.256
N3 1.706 -1.183 -1.545
H7 1.921 0.269 0.672
H8 2.976 -0.772 1.603
H9 3.587 0.008 0.145
H10 3.094 -2.340 -0.394
H11 1.458 -2.177 0.281
H12 2.441 -0.651 -2.009
H13 1.553 -1.993 -2.145

Forces on the atoms, in the same order (eV/Å):
0.04 -0.49 0.22
0.07 0.07 -0.24
0.01 -0.39 0.16
-0.19 0.47 0.05
0.01 0.11 0.04
-0.09 0.25 0.01
-0.02 0.07 -0.17
0.01 -0.04 0.01
0.00 0.14 -0.04
0.14 -0.19 -0.06
0.03 -0.01 0.02
0.05 0.12 0.03
0.25 -0.16 -0.02
-0.08 0.05 -0.01
0.05 -0.07 0.01
0.01 0.06 -0.04
-0.11 -0.07 0.09
0.03 -0.06 -0.08
-0.09 0.09 0.00
-0.11 0.05 0.02

Properties
energy relative to the best compared isomer or geometry (same formula, charge and spin) = 7.0 kcal/mol
charge = -1
Kohn-Sham gap (alpha / beta) = 2.712 / 9.881 eV
E = -324.3991 Ha
spin multiplicity = 2